Entry a
Below is a cluster of 2 separate species, C6H13NO in total, with properties calculated with wB97M-V/def2-TZVPD.

SMILES ... C=CC(N)=C(C)C.O
Frontier orbital gap ... 8.4 eV

CARTESIAN COORDINATES (ANGSTROEM)
C (-0.487, 0.725, 1.511)
C (-1.134, 0.457, 0.386)
C (-0.440, 0.171, -0.912)
N (-0.435, 1.333, -1.692)
C (0.096, -0.989, -1.277)
C (1.020, -1.285, -2.412)
C (-0.136, -2.201, -0.382)
H (-1.136, 0.909, 2.358)
H (0.571, 0.667, 1.647)
H (-2.214, 0.385, 0.323)
H (-0.533, 2.243, -1.277)
H (-0.557, 1.460, -2.681)
H (1.972, -1.515, -1.905)
H (1.285, -0.532, -3.149)
H (0.784, -2.233, -2.897)
H (0.404, -2.078, 0.561)
H (-1.170, -2.386, -0.138)
H (0.317, -3.100, -0.801)
O (0.896, 1.604, 3.970)
H (1.454, 1.037, 4.511)
H (1.272, 1.533, 3.092)

***

Entry b
Below is a cluster of 2 separate species, C6H13NO in total, with properties calculated with wB97M-V/def2-TZVPD.

SMILES ... C=C/C=C/CNC.O
Frontier orbital gap ... 9.2 eV

CARTESIAN COORDINATES (ANGSTROEM)
C (-1.216, -1.360, 3.190)
C (-1.596, -0.424, 2.297)
C (-1.116, -0.369, 0.858)
C (0.192, -0.314, 0.477)
C (0.680, 0.262, -0.875)
N (1.200, 1.616, -0.746)
C (0.318, 2.738, -0.949)
H (-0.466, -2.158, 2.967)
H (-1.729, -1.493, 4.117)
H (-2.180, 0.465, 2.620)
H (-1.921, -0.278, 0.211)
H (0.866, -0.666, 1.274)
H (1.554, -0.297, -1.377)
H (-0.196, 0.255, -1.568)
H (1.750, 1.652, 0.060)
H (0.709, 3.646, -0.462)
H (-0.651, 2.562, -0.446)
H (0.272, 2.961, -1.900)
O (0.886, -2.694, -3.150)
H (1.344, -2.805, -4.045)
H (1.302, -3.300, -2.554)

***

Entry c
Below is a structure of composition C6H13NO, with properties calculated with wB97M-V/def2-TZVPD.

Frontier orbital gap ... 10.6 eV

CARTESIAN COORDINATES (ANGSTROEM)
C (0.727, 0.203, -0.823)
C (0.058, -0.825, 0.080)
C (-0.861, 0.455, 2.246)
C (2.192, 0.376, -0.423)
C (0.591, -0.189, -2.298)
C (-2.074, -0.140, 0.895)
O (-1.316, -0.860, -0.022)
N (-3.295, 0.054, 0.838)
H (0.202, 1.154, -0.671)
H (-3.807, -0.362, 0.061)
H (0.461, -1.835, -0.012)
H (0.118, -0.344, 1.255)
H (-0.981, -0.341, 2.976)
H (0.106, 0.956, 2.323)
H (-1.482, 1.292, 2.549)
H (2.684, 1.092, -1.081)
H (1.122, -1.121, -2.497)
H (2.725, -0.574, -0.498)
H (2.286, 0.740, 0.601)
H (1.001, 0.592, -2.940)
H (-0.458, -0.325, -2.561)

***

Entry d
Below is a cluster of 2 separate species, C6H13NO in total, with properties calculated with wB97M-V/def2-TZVPD.

SMILES ... C/C=C/C/C=C/N.O
Frontier orbital gap ... 9.5 eV

CARTESIAN COORDINATES (ANGSTROEM)
C (-3.111, -1.171, -1.148)
C (-1.722, -1.249, -0.682)
C (-0.685, -0.417, -0.838)
C (0.730, -0.749, -0.574)
C (1.328, -0.302, 0.765)
C (2.223, 0.671, 0.909)
N (2.640, 1.172, 2.166)
H (-3.760, -1.931, -0.722)
H (-3.199, -1.219, -2.236)
H (-3.632, -0.226, -0.930)
H (-1.437, -2.243, -0.317)
H (-0.997, 0.504, -1.332)
H (1.360, -0.249, -1.327)
H (0.985, -1.808, -0.662)
H (1.159, -1.127, 1.462)
H (2.345, 1.174, -0.047)
H (3.484, 1.716, 1.997)
H (3.018, 0.451, 2.775)
O (-0.036, 2.616, 0.457)
H (0.002, 1.661, 0.504)
H (-0.695, 2.725, -0.220)

***

Relative to the most stable one, in kcal/mol, the structures come out at entry a 0.0; entry b 27.3; entry c 31.6; entry d 5.5.